Entry 1:
C34H43Cl2MoN2OP3 | the ωB97M-V functional and the def2-TZVPD basis

Positions of all 86 atoms, in Å:
P  -2.70  2.42  -3.30
C  -3.81  1.39  -4.27
C  -5.16  1.74  -4.42
H  -5.57  2.59  -3.86
C  -5.97  1.00  -5.28
H  -7.01  1.29  -5.41
C  -5.43  -0.08  -5.99
H  -6.07  -0.64  -6.67
C  -4.09  -0.44  -5.83
H  -3.68  -1.28  -6.37
C  -3.27  0.29  -4.96
H  -2.22  0.02  -4.82
C  -3.67  3.45  -2.21
C  -4.51  2.84  -1.26
H  -4.59  1.75  -1.23
C  -5.24  3.62  -0.36
H  -5.86  3.14  0.40
C  -5.20  5.02  -0.46
H  -5.79  5.63  0.22
C  -4.40  5.63  -1.43
H  -4.38  6.71  -1.53
C  -3.62  4.85  -2.29
H  -3.00  5.33  -3.06
C  -1.67  3.38  -4.41
C  -2.28  3.94  -5.55
H  -3.35  3.78  -5.72
C  -1.52  4.68  -6.45
H  -2.01  5.11  -7.33
C  -0.15  4.87  -6.23
H  0.43  5.45  -6.94
C  0.46  4.30  -5.11
H  1.52  4.44  -4.93
C  -0.29  3.54  -4.21
H  0.20  3.05  -3.36
Mo  -0.18  0.01  -0.10
C  0.23  1.69  1.24
C  -0.34  2.88  0.98
H  0.87  1.56  2.12
C  -1.15  2.98  -0.30
O  -0.54  4.03  -1.09
H  -1.03  4.11  -1.94
C  -1.11  1.64  -1.00
H  -2.20  3.23  -0.08
C  -1.60  1.24  -2.16
Cl  1.16  -1.08  1.62
Cl  -0.56  -1.88  -1.56
P  -2.02  -0.81  1.19
C  -1.83  -2.50  1.84
H  -1.14  -2.47  2.69
H  -1.41  -3.14  1.06
H  -2.81  -2.87  2.15
C  -2.45  0.20  2.63
H  -2.70  1.22  2.31
H  -1.59  0.25  3.31
H  -3.31  -0.24  3.15
C  -3.55  -0.87  0.21
H  -3.32  -1.27  -0.79
H  -3.96  0.14  0.10
H  -4.27  -1.52  0.72
P  -0.19  4.37  2.01
C  0.45  3.87  3.59
C  -1.86  5.02  2.11
H  1.45  3.43  3.47
H  -0.21  3.14  4.07
H  0.53  4.76  4.23
H  -2.22  5.31  1.11
H  -1.86  5.91  2.76
H  -2.53  4.26  2.53
C  0.89  5.50  1.15
H  1.86  5.01  0.97
H  1.04  6.40  1.77
H  0.44  5.77  0.19
H  -1.45  0.23  -2.55
N  5.65  0.73  -2.87
C  4.42  0.59  -2.30
C  3.94  -0.69  -1.95
C  2.68  -0.79  -1.37
N  1.89  0.28  -1.13
C  2.36  1.51  -1.46
C  3.60  1.70  -2.05
H  6.24  -0.06  -3.05
H  6.00  1.64  -3.12
H  4.53  -1.59  -2.12
H  2.27  -1.75  -1.06
H  1.69  2.36  -1.23
H  3.92  2.71  -2.31

spin multiplicity = 3
E = -3518.371056 Eh
E_HOMO (spin up / spin down) = -12.955 / -13.115 eV
maximum force = 3.54 eV/Å
total charge = +2
expectation value of S² = 2.034

The computed Löwdin charges, all in e, follow: number 1, P, carries 1.14; number 2, C, carries -0.33; number 3, C, carries -0.07; number 4, H, carries 0.11; number 5, C, carries -0.05; number 6, H, carries 0.12; number 7, C, carries -0.04; number 8, H, carries 0.12; number 9, C, carries -0.05; number 10, H, carries 0.12; number 11, C, carries -0.07; number 12, H, carries 0.11; number 13, C, carries -0.34; number 14, C, carries -0.09; number 15, H, carries 0.11; number 16, C, carries -0.05; number 17, H, carries 0.12; number 18, C, carries -0.05; number 19, H, carries 0.12; number 20, C, carries -0.05; number 21, H, carries 0.12; number 22, C, carries -0.06; number 23, H, carries 0.12; number 24, C, carries -0.32; number 25, C, carries -0.06; number 26, H, carries 0.12; number 27, C, carries -0.04; number 28, H, carries 0.12; number 29, C, carries -0.04; number 30, H, carries 0.12; number 31, C, carries -0.05; number 32, H, carries 0.12; number 33, C, carries -0.08; number 34, H, carries 0.09; number 35, Mo, carries 0.95; number 36, C, carries -0.23; number 37, C, carries -0.39; number 38, H, carries 0.02; number 39, C, carries -0.40; number 40, O, carries -0.05; number 41, H, carries 0.05; number 42, C, carries -0.34; number 43, H, carries 0.12; number 44, C, carries -0.17; number 45, Cl, carries 0.04; number 46, Cl, carries 0.00; number 47, P, carries 0.63; number 48, C, carries -0.27; number 49, H, carries 0.03; number 50, H, carries 0.03; number 51, H, carries 0.06; number 52, C, carries -0.25; number 53, H, carries 0.03; number 54, H, carries 0.05; number 55, H, carries 0.06; number 56, C, carries -0.25; number 57, H, carries 0.03; number 58, H, carries 0.02; number 59, H, carries 0.06; number 60, P, carries 0.88; number 61, C, carries -0.17; number 62, C, carries -0.16; number 63, H, carries 0.08; number 64, H, carries 0.08; number 65, H, carries 0.08; number 66, H, carries 0.06; number 67, H, carries 0.08; number 68, H, carries 0.07; number 69, C, carries -0.16; number 70, H, carries 0.08; number 71, H, carries 0.07; number 72, H, carries 0.06; number 73, H, carries -0.01; number 74, N, carries 0.14; number 75, C, carries -0.30; number 76, C, carries 0.01; number 77, C, carries -0.17; number 78, N, carries -0.12; number 79, C, carries -0.13; number 80, C, carries -0.01; number 81, H, carries 0.12; number 82, H, carries 0.12; number 83, H, carries 0.12; number 84, H, carries 0.07; number 85, H, carries 0.10; number 86, H, carries 0.11


Entry 2:
C34H43ClN10O2RbS4Sb | the ωB97M-V functional and the def2-TZVPD basis

Positions of all 96 atoms, in Å:
Rb  1.01  2.67  0.62
C  -1.46  5.92  0.28
N  -0.72  5.00  -0.55
C  -1.13  5.02  -1.93
C  -0.35  4.03  -2.73
N  0.88  3.65  -2.55
C  1.16  2.75  -3.56
C  2.32  2.04  -3.83
C  2.31  1.17  -4.91
C  1.18  1.02  -5.72
C  0.01  1.73  -5.47
C  0.03  2.59  -4.38
N  -0.92  3.43  -3.84
C  -1.01  5.83  1.70
N  -0.13  5.00  2.17
C  -0.04  5.26  3.53
C  0.78  4.69  4.51
C  0.67  5.18  5.80
C  -0.21  6.22  6.11
C  -1.02  6.81  5.15
C  -0.92  6.31  3.87
N  -1.53  6.65  2.67
H  -2.55  5.75  0.24
H  -1.28  6.94  -0.09
H  -0.86  4.06  -0.18
H  -0.94  6.03  -2.32
H  -2.20  4.81  -2.07
H  3.19  2.13  -3.19
H  3.19  0.58  -5.13
H  1.20  0.33  -6.55
H  -0.86  1.63  -6.10
H  -1.88  3.51  -4.12
H  1.48  3.90  4.28
H  1.28  4.73  6.56
H  -0.26  6.58  7.13
H  -1.70  7.62  5.40
H  -2.23  7.36  2.54
S  2.99  2.47  6.33
Sb  2.16  0.67  5.11
S  4.05  -0.43  2.20
S  2.96  1.21  2.69
S  -0.15  1.14  4.94
C  0.35  -3.60  0.76
C  1.65  -4.38  0.58
C  2.71  -3.79  1.52
C  1.37  -5.82  1.05
C  2.20  -4.39  -0.89
O  3.45  -5.12  -0.89
C  1.34  -5.20  -1.92
C  0.15  -4.64  -2.73
C  -1.22  -4.72  -2.10
C  -1.71  -5.91  -1.57
C  -2.99  -5.98  -1.03
C  -3.78  -4.84  -1.03
Cl  -5.39  -4.92  -0.35
C  -3.33  -3.65  -1.56
C  -2.04  -3.60  -2.09
C  2.76  -3.02  -1.41
N  2.01  -1.78  -1.41
C  2.09  -0.75  -0.54
N  1.27  0.21  -0.92
C  0.73  -0.27  -2.07
N  1.16  -1.45  -2.42
H  0.07  -3.62  1.82
H  -0.47  -4.03  0.19
H  0.45  -2.55  0.49
H  2.46  -4.04  2.56
H  2.77  -2.70  1.48
H  3.70  -4.19  1.31
H  1.02  -5.77  2.08
H  2.27  -6.44  1.05
H  0.59  -6.32  0.46
H  3.29  -5.96  -0.46
H  1.02  -6.11  -1.42
H  2.08  -5.50  -2.66
H  0.11  -5.24  -3.65
H  0.35  -3.62  -3.03
H  -1.10  -6.81  -1.59
H  -3.37  -6.90  -0.62
H  -3.96  -2.77  -1.55
H  -1.67  -2.67  -2.49
H  3.10  -3.20  -2.43
H  3.64  -2.83  -0.80
H  2.73  -0.75  0.36
H  0.01  0.28  -2.66
C  -3.62  -0.60  1.62
N  -3.19  0.54  0.84
C  -2.22  1.44  1.25
N  -1.88  1.41  2.53
O  -1.79  2.25  0.41
H  -4.44  -1.10  1.09
H  -4.00  -0.27  2.59
H  -2.82  -1.33  1.79
H  -3.21  0.43  -0.16
H  -2.07  0.63  3.13
H  -1.11  1.97  2.92

E = -4336.928635 Eh
E_HOMO = 0.160 eV
maximum force = 1.23 eV/Å
energy above the lowest of the compared OMol25 structures with the same formula, charge and spin = 261.8 kJ/mol
total charge = -2

The computed Löwdin charges, all in e, follow: number 1, Rb, carries 0.65; number 2, C, carries -0.16; number 3, N, carries -0.08; number 4, C, carries -0.16; number 5, C, carries -0.30; number 6, N, carries 0.17; number 7, C, carries -0.25; number 8, C, carries -0.01; number 9, C, carries -0.10; number 10, C, carries -0.11; number 11, C, carries -0.04; number 12, C, carries -0.21; number 13, N, carries 0.16; number 14, C, carries -0.32; number 15, N, carries 0.13; number 16, C, carries -0.21; number 17, C, carries -0.02; number 18, C, carries -0.09; number 19, C, carries -0.10; number 20, C, carries -0.06; number 21, C, carries -0.21; number 22, N, carries 0.14; number 23, H, carries 0.13; number 24, H, carries 0.12; number 25, H, carries 0.00; number 26, H, carries 0.13; number 27, H, carries 0.12; number 28, H, carries 0.12; number 29, H, carries 0.10; number 30, H, carries 0.09; number 31, H, carries 0.10; number 32, H, carries 0.15; number 33, H, carries 0.06; number 34, H, carries 0.05; number 35, H, carries 0.09; number 36, H, carries 0.09; number 37, H, carries 0.15; number 38, S, carries -0.48; number 39, Sb, carries 0.08; number 40, S, carries -0.33; number 41, S, carries -0.51; number 42, S, carries -0.38; number 43, C, carries -0.01; number 44, C, carries -0.49; number 45, C, carries -0.05; number 46, C, carries -0.05; number 47, C, carries -0.38; number 48, O, carries -0.05; number 49, C, carries -0.10; number 50, C, carries -0.13; number 51, C, carries -0.24; number 52, C, carries -0.04; number 53, C, carries -0.11; number 54, C, carries -0.67; number 55, Cl, carries 0.63; number 56, C, carries -0.10; number 57, C, carries -0.03; number 58, C, carries -0.03; number 59, N, carries -0.10; number 60, C, carries -0.16; number 61, N, carries 0.02; number 62, C, carries -0.24; number 63, N, carries 0.10; number 64, H, carries 0.10; number 65, H, carries 0.06; number 66, H, carries 0.08; number 67, H, carries 0.09; number 68, H, carries 0.01; number 69, H, carries 0.09; number 70, H, carries 0.09; number 71, H, carries 0.08; number 72, H, carries 0.06; number 73, H, carries 0.08; number 74, H, carries 0.09; number 75, H, carries 0.11; number 76, H, carries 0.12; number 77, H, carries 0.08; number 78, H, carries 0.11; number 79, H, carries 0.10; number 80, H, carries 0.10; number 81, H, carries 0.11; number 82, H, carries 0.13; number 83, H, carries 0.14; number 84, H, carries -0.02; number 85, H, carries 0.10; number 86, C, carries -0.10; number 87, N, carries 0.00; number 88, C, carries -0.63; number 89, N, carries 0.15; number 90, O, carries -0.13; number 91, H, carries 0.07; number 92, H, carries 0.08; number 93, H, carries 0.09; number 94, H, carries 0.12; number 95, H, carries 0.02; number 96, H, carries -0.02


Among the records above, which one has the lowest maximum force?
C34H43ClN10O2RbS4Sb